Record 1
8
Properties=species:S:1:pos:R:3:nbo_charge:R:1 method="wB97M-V/def2-TZVPD" e_above_lowest_kj_mol=181.94 total_energy_ha=-208.83251 charge=0 homo_lumo_gap_ev=10.89 smiles=C#CCC#N
C -1.45 -0.69 -1.42 -0.18
C -0.98 -0.48 -0.28 -0.03
C 0.12 -0.75 0.74 -0.52
C 0.96 0.54 0.47 0.28
N 1.46 1.58 0.38 -0.32
H -2.16 -0.46 -2.16 0.23
H 0.48 -1.81 0.95 0.28
H -0.39 -0.50 1.55 0.24

---

Record 2
17
Properties=species:S:1:pos:R:3:nbo_charge:R:1 method="wB97M-V/def2-TZVPD" e_above_lowest_kj_mol=427.47 total_energy_ha=-288.92015 charge=+1 homo_lumo_gap_ev=8.26
C 2.86 -0.27 -0.23 -0.27
C 1.76 0.12 -0.54 -0.12
C -1.17 -0.26 1.31 0.11
C -0.19 1.97 -0.05 -0.70
C -0.67 -1.91 -0.36 -0.42
C -0.23 0.58 -0.65 0.07
N -0.72 -0.49 0.09 -0.27
H 3.90 -0.39 -0.20 0.26
H -1.17 0.80 1.58 0.23
H -1.67 -1.06 1.93 0.25
H 0.43 2.65 -0.67 0.29
H -1.24 2.52 -0.09 0.25
H 0.14 2.06 1.00 0.25
H 0.20 -2.33 0.10 0.26
H -0.42 -1.99 -1.42 0.26
H -1.58 -2.36 -0.04 0.24
H -0.23 0.36 -1.77 0.30

---

Record 3
58
Properties=species:S:1:pos:R:3:nbo_charge:R:1 method="wB97M-V/def2-TZVPD" total_energy_ha=-2090.49722 charge=-2 homo_lumo_gap_ev=6.49
Tl 0.33 0.76 0.25 0.80
O -4.56 -0.11 3.11 -0.78
C -4.75 1.01 2.53 0.42
C -5.69 1.96 3.05 -0.33
C -5.93 3.17 2.46 -0.19
C -5.27 3.55 1.28 -0.34
C -4.35 2.68 0.74 -0.13
C -4.07 1.43 1.32 -0.30
C -3.02 0.62 0.67 0.66
O -2.45 0.94 -0.38 -0.71
N -2.72 -0.54 1.31 -0.48
N -1.66 -1.28 0.87 -0.25
C -1.51 -2.42 1.41 0.08
C -0.47 -3.38 1.05 -0.23
C -0.72 -4.72 1.37 -0.16
C 0.13 -5.76 1.02 -0.34
C 1.30 -5.44 0.32 -0.22
C 1.59 -4.13 0.00 -0.28
C 0.75 -3.03 0.37 0.40
O 1.13 -1.82 0.14 -0.82
H -3.29 -0.74 2.15 0.43
H -6.20 1.68 3.97 0.19
H -6.65 3.85 2.91 0.18
H -5.46 4.51 0.82 0.19
H -3.79 2.94 -0.15 0.22
H -2.24 -2.77 2.16 0.15
H -1.64 -4.95 1.90 0.19
H -0.10 -6.78 1.28 0.19
H 1.98 -6.22 0.03 0.18
H 2.50 -3.87 -0.52 0.20
C 3.99 2.38 -3.09 -0.68
C 2.75 1.91 -2.38 0.11
N 2.52 2.15 -1.13 -0.18
N 3.48 2.71 -0.40 -0.49
C 3.08 3.33 0.70 0.27
N 4.12 3.57 1.59 -0.83
S 1.54 3.95 1.05 -0.42
C 1.71 1.18 -3.12 0.20
C 1.87 0.90 -4.48 -0.27
C 0.85 0.25 -5.17 -0.17
C -0.30 -0.11 -4.49 -0.30
C -0.37 0.17 -3.14 0.08
N 0.60 0.79 -2.48 -0.46
H 4.62 2.90 -2.37 0.25
H 4.56 1.55 -3.52 0.20
H 3.74 3.08 -3.90 0.20
H 4.84 2.86 1.56 0.37
H 3.78 3.80 2.51 0.38
H 2.77 1.18 -5.00 0.21
H 0.96 0.03 -6.22 0.20
H -1.12 -0.61 -5.00 0.21
H -1.24 -0.10 -2.54 0.23
C 3.03 -1.48 2.61 -0.24
O 3.56 -1.54 1.31 -0.77
H 3.86 -1.38 3.32 0.15
H 2.47 -2.39 2.87 0.16
H 2.36 -0.63 2.75 0.16
H 2.78 -1.60 0.71 0.51